i) ORCA calculation (ωB97M-V with the def2-TZVPD basis set) on a cluster of 2 separate species, CH2FNO2 in total.

As for the gap between HOMO and LUMO (spin up / spin down): 8.17 / 7.98 eV.

Geometry (Å):
C -0.03741 -0.50570 0.00462
N -1.39676 -0.82133 -0.05664
O -1.89326 -1.88685 -0.00839
O -2.72036 1.17975 0.05514
F 0.78794 -1.58946 0.06457
H 0.22002 0.08547 -0.89261
H 0.12238 0.11983 0.89818



ii) ORCA calculation (ωB97M-V with the def2-TZVPD basis set) on a cluster of 2 separate species, CH2FNO2 in total.

As for the gap between HOMO and LUMO (spin up / spin down): 8.41 / 8.06 eV.

Geometry (Å):
C -0.22730 -0.24382 0.52255
N -1.18816 -1.17562 0.38778
O -1.88773 -0.64457 -1.38518
O -1.48352 -2.28241 0.65576
F 0.96269 -0.68226 1.10922
H 0.07700 0.09382 -0.58516
H -0.69508 0.57160 1.14843



Among the structures above, stability is smallest for ii).